--- 1 ---
The following is a quantum chemistry calculation of a cluster of 2 separate species, C6H9N3O2 in total, from the OMol25 dataset.

Orbital gap (alpha / beta) (Ha): 0.265 / 0.265
E_LUMO (alpha / beta) (hartree): 0.014 / 0.013
M (g mol⁻¹): 155.157
Spin multiplicity: 1
HOMO level (alpha / beta) (eV): -6.851 / -6.851

Geometry (Å):
1 C 1.4997 -1.5431 -0.0307
2 C -1.2354 -0.5873 -0.0742
3 C 2.3378 1.2015 -0.7916
4 C 1.7550 -0.2537 2.0206
5 C -3.2380 0.2591 -1.2977
6 C 0.9830 -0.4894 0.7570
7 N 2.0039 -2.3906 -0.6403
8 N -0.2696 -0.0132 0.5968
9 N 1.2900 1.7711 -0.7927
10 O 3.2345 0.5048 -0.7096
11 O -2.5544 -0.0188 -0.0509
12 H -0.9601 -1.5616 -0.6514
13 H 2.7449 -0.3867 1.8250
14 H 1.4045 0.7137 2.2143
15 H 1.4294 -0.9035 2.7936
16 H -4.2230 -0.2740 -1.2088
17 H -2.8426 -0.1927 -2.1275
18 H -3.4193 1.2858 -1.4929
19 H -0.5706 0.8559 1.1675
20 H 0.6300 2.0227 -1.5067

=====

--- 2 ---
The following is a quantum chemistry calculation of the molecule C6H9N3O2, from the OMol25 dataset.

Orbital gap (Ha): 0.341
E_LUMO (hartree): -0.002
SMILES: CN1N=C(C(N)=O)CCC1=O
M (g mol⁻¹): 155.157
Spin multiplicity: 1
HOMO level (eV): -9.332

Geometry (Å):
1 C 1.4184 1.8672 1.4647
2 N 0.8937 0.6960 0.7862
3 N 0.3605 -0.3143 1.5580
4 C -0.6041 -1.1341 1.1322
5 C -1.2543 -2.0838 2.1096
6 N -0.9265 -2.0228 3.4100
7 O -2.1534 -2.8921 1.8461
8 C -1.1245 -1.0206 -0.2896
9 C -0.0848 -0.4776 -1.2320
10 C 0.5989 0.7483 -0.5784
11 O 0.8957 1.7232 -1.2777
12 H 1.5775 1.6316 2.5242
13 H 2.4143 2.1823 1.0480
14 H 0.7492 2.6894 1.3500
15 H -1.3702 -2.7505 3.9858
16 H -0.0286 -1.6095 3.6822
17 H -2.0062 -0.3425 -0.2867
18 H -1.4808 -1.9664 -0.6272
19 H -0.5684 -0.2288 -2.1981
20 H 0.6843 -1.2424 -1.4037

=====

Stability, lowest: 1

=====

--- 1 ---
The following is a quantum chemistry calculation of a cluster of 2 separate species, Cl2H4Si2 in total, from the OMol25 dataset.

Orbital gap (Ha): 0.269
E_LUMO (hartree): -0.070
M (g mol⁻¹): 131.110
Spin multiplicity: 1
HOMO level (eV): -9.244

Geometry (Å):
1 Si 1.0418 -0.0319 0.5300
2 Si -0.7061 0.7381 -0.8333
3 Cl -2.2302 1.4143 0.2930
4 Cl -1.7191 -1.9666 0.0788
5 H 0.8994 -0.3998 1.9943
6 H 1.2830 -1.2108 -0.2192
7 H 2.1268 0.9435 0.3784
8 H -0.6956 0.5131 -2.2220

=====

--- 2 ---
The following is a quantum chemistry calculation of a cluster of 2 separate species, Cl2H4Si2 in total, from the OMol25 dataset.

Orbital gap (Ha): 0.291
E_LUMO (hartree): -0.042
M (g mol⁻¹): 131.110
Spin multiplicity: 1
HOMO level (eV): -9.046

Geometry (Å):
1 Si -0.4651 1.4830 0.7943
2 Si 0.1335 -2.3873 -1.9612
3 Cl 1.7196 -1.1028 -1.3605
4 Cl -0.9579 -0.1625 1.7903
5 H -0.8325 2.8028 1.5460
6 H 0.8894 1.6187 1.0163
7 H -0.8619 1.3814 -0.6256
8 H 0.3749 -3.6333 -1.1996

=====

Stability, lowest: 1

=====

--- 1 ---
The following is a quantum chemistry calculation of a cluster of 2 separate species, CH4O2S in total, from the OMol25 dataset.

Orbital gap (alpha / beta) (Ha): 0.181 / 0.184
E_LUMO (alpha / beta) (hartree): -0.148 / -0.148
M (g mol⁻¹): 80.108
Spin multiplicity: 1
HOMO level (alpha / beta) (eV): -8.944 / -9.026

Geometry (Å):
1 C 0.3087 -0.1260 -0.9425
2 O 0.3004 -1.3712 -0.3062
3 O -0.4866 0.7790 -0.5018
4 S -0.1499 2.1679 2.1633
5 H 0.0974 -0.3258 -2.0323
6 H 1.3851 0.1919 -0.9963
7 H -0.3730 -1.3587 0.3860
8 H -1.3714 1.6436 2.2348

=====

--- 2 ---
The following is a quantum chemistry calculation of a cluster of 2 separate species, CH4O2S in total, from the OMol25 dataset.

Orbital gap (Ha): 0.386
E_LUMO (hartree): 0.029
SMILES: O=CO.S
M (g mol⁻¹): 80.108
Spin multiplicity: 1
HOMO level (eV): -9.720

Geometry (Å):
1 O -1.7550 0.7998 -0.2472
2 C -2.6711 1.5635 -0.3566
3 O -3.5690 1.5384 -1.3500
4 H -2.8319 2.4010 0.3289
5 H -3.2220 0.9115 -2.0079
6 S 4.5431 -2.6912 0.6848
7 H 3.9337 -1.7495 1.4152
8 H 5.5723 -2.7735 1.5327

=====

Stability, lowest: 1

=====

--- 1 ---
The following is a quantum chemistry calculation of a cluster of 2 separate species, C8H11NO2S in total, from the OMol25 dataset.

Orbital gap (Ha): 0.334
E_LUMO (hartree): 0.022
M (g mol⁻¹): 185.248
Spin multiplicity: 1
HOMO level (eV): -8.487

Geometry (Å):
1 C -0.8751 1.9777 0.3767
2 C -0.0735 1.7163 1.5003
3 C -1.5727 1.9674 -0.6073
4 C -0.3286 -1.4705 0.2634
5 C 1.1526 -0.5777 2.3954
6 C 1.2278 -1.9084 3.1315
7 C 0.6202 -0.7747 -2.0496
8 C -2.8354 1.6153 -2.7132
9 N 0.0742 -1.0923 -0.7826
10 O 2.1207 -0.0640 1.9337
11 O -2.5297 2.2913 -1.4439
12 S -0.4232 0.1863 2.3828
13 H -0.1342 2.5589 2.1567
14 H 0.9934 1.7354 1.3173
15 H 2.2553 -2.0100 3.5380
16 H 0.4981 -1.7634 3.9884
17 H 1.0778 -2.7757 2.3450
18 H 1.5585 -1.4225 -2.1373
19 H 0.8465 0.3208 -2.0681
20 H -0.1378 -1.1425 -2.7529
21 H -1.9089 1.0425 -2.9897
22 H -2.9488 2.4540 -3.4212
23 H -3.8743 1.0567 -2.5192

=====

--- 2 ---
The following is a quantum chemistry calculation of a cluster of 2 separate species, C8H11NO2S in total, from the OMol25 dataset.

Orbital gap (Ha): 0.345
E_LUMO (hartree): 0.024
M (g mol⁻¹): 185.248
Spin multiplicity: 1
HOMO level (eV): -8.737

Geometry (Å):
1 C 2.0848 0.8100 -2.4221
2 C 2.7043 0.5367 -1.2416
3 C 0.6870 0.6476 -2.5040
4 C 2.0246 -0.0908 -0.2284
5 C 0.0195 0.0013 -1.4878
6 C 0.6440 -0.3994 -0.2937
7 C -1.1588 -2.0483 0.3994
8 C -0.0547 -1.1597 0.7509
9 N -1.1801 1.9553 2.7032
10 O -1.2997 -1.0426 3.1224
11 O 0.8292 -1.6927 1.7529
12 S -0.1291 -0.4743 2.4295
13 H 2.5747 1.1472 -3.2322
14 H 3.7710 0.7028 -1.0794
15 H 0.2112 0.9957 -3.3593
16 H 2.5115 -0.3480 0.6890
17 H -1.1115 -0.0995 -1.4418
18 H -1.8073 -2.1769 1.3189
19 H -0.9265 -3.0762 0.2623
20 H -1.7271 -1.7624 -0.3815
21 H -1.4602 1.6930 3.6429
22 H -0.5504 2.7500 2.6542
23 H -2.0727 2.2245 2.2725

=====

Stability, lowest: 1

=====

--- 1 ---
The following is a quantum chemistry calculation of the ion HO3S3 with charge -1, from the OMol25 dataset.

Orbital gap (Ha): 0.271
E_LUMO (hartree): 0.111
SMILES: O=S(=O)([S-])OS
M (g mol⁻¹): 145.206
Spin multiplicity: 1
Total charge: -1
HOMO level (eV): -4.339

Geometry (Å):
1 O -2.2992 -0.4240 1.4952
2 S -2.4255 -0.0889 0.1213
3 O -1.8331 -1.0057 -0.8646
4 S -4.5044 0.1305 -0.3268
5 O -1.4475 1.3372 -0.0302
6 S 0.2322 1.0422 0.2820
7 H -0.0586 -0.0924 -0.1330

=====

--- 2 ---
The following is a quantum chemistry calculation of the ion HO3S3 with charge -1, from the OMol25 dataset.

Orbital gap (Ha): 0.268
E_LUMO (hartree): 0.133
M (g mol⁻¹): 145.206
Spin multiplicity: 1
Total charge: -1
HOMO level (eV): -3.671

Geometry (Å):
1 O -1.3704 -0.8543 -0.8834
2 O -3.6280 -1.4561 0.1151
3 O 0.3670 0.8770 0.4718
4 S -0.6820 1.7039 -0.5210
5 S -2.4777 1.5955 0.4449
6 S -2.3461 -0.7519 0.2786
7 H -0.0897 0.0068 0.4601

=====

Stability, lowest: 1

=====

--- 1 ---
The following is a quantum chemistry calculation of the molecule C2H4N3P, from the OMol25 dataset.

Orbital gap (Ha): 0.284
E_LUMO (hartree): -0.026
M (g mol⁻¹): 101.049
Spin multiplicity: 1
HOMO level (eV): -8.443

Geometry (Å):
1 C -0.9324 -0.7674 -0.6571
2 C -1.3144 1.2352 0.2064
3 N -0.2320 0.3713 -0.2144
4 N -2.1996 -0.6300 -0.6668
5 N -2.4081 0.5856 -0.1570
6 P 1.9082 0.2601 -0.3707
7 H -0.5831 -1.7534 -0.9714
8 H -3.3649 1.0500 0.0614
9 H 2.1040 0.0132 1.0753
10 H 2.0863 1.7565 -0.3224

=====

--- 2 ---
The following is a quantum chemistry calculation of the molecule C2H4N3P, from the OMol25 dataset.

Orbital gap (Ha): 0.369
E_LUMO (hartree): 0.020
SMILES: Pn1ccnn1
M (g mol⁻¹): 101.049
Spin multiplicity: 1
HOMO level (eV): -9.504

Geometry (Å):
1 P 1.9888 -0.4545 -0.2677
2 N 0.2705 -0.2238 0.1468
3 C -0.4508 0.8708 -0.1123
4 C -1.6975 0.3594 -0.3200
5 N -1.6734 -1.0013 -0.1236
6 N -0.4919 -1.3670 0.1834
7 H 2.1197 -1.5975 0.5738
8 H 2.4042 0.7560 0.5902
9 H 0.1566 1.7595 -0.1400
10 H -2.6263 0.8985 -0.5305

=====

--- 3 ---
The following is a quantum chemistry calculation of the molecule C2H4N3P, from the OMol25 dataset.

Orbital gap (alpha / beta) (Ha): 0.255 / 0.266
E_LUMO (alpha / beta) (hartree): -0.015 / -0.009
M (g mol⁻¹): 101.049
Spin multiplicity: 1
HOMO level (alpha / beta) (eV): -7.355 / -7.462

Geometry (Å):
1 C -1.0443 0.0772 -0.2757
2 C -0.5890 -0.9975 -0.8824
3 N -0.8224 0.9330 0.7966
4 N 0.2777 1.2019 1.4347
5 N -0.1714 -1.8636 -1.6416
6 P 1.9012 0.8479 1.7783
7 H -2.0775 0.3348 -0.8162
8 H 0.2515 2.0872 1.8912
9 H 1.8665 -0.6345 1.3555
10 H 0.4368 -1.9035 -2.4277

=====

Stability, lowest: 3